Here is a structure of composition C61H86BCl2N9OP2Zr in a non-equilibrium geometry from OMol25. Energies are from wB97M-V/def2-TZVPD.

```
163
Properties=species:S:1:pos:R:3:forces:R:3:lowdin_charge:R:1
Zr -0.254853 0.220684 -0.710190 -1.73 1.21 1.37 1.708
C -3.339757 -1.838086 -4.247161 0.03 -0.04 -0.02 -0.081
C -1.833089 -2.096085 -4.100115 -0.37 0.11 0.16 -0.678
C -1.094560 -0.847411 -4.564982 0.12 0.04 -0.08 -0.126
C -1.398793 -3.258163 -4.999006 -0.04 -0.01 -0.01 -0.065
P -1.454040 -2.265204 -2.266094 1.07 -0.48 -0.10 1.154
C 0.315430 -2.799043 -2.344397 -0.08 0.05 0.14 -0.310
N 1.020630 -2.704625 -1.075678 0.04 -0.13 -0.02 -0.045
B 1.082683 -1.613720 -0.107570 0.50 -0.79 -0.16 -0.492
N 2.302476 -1.886582 0.644305 0.06 0.02 0.00 -0.020
C 3.190420 -0.971231 1.364806 -0.12 -0.01 0.08 -0.284
P 2.447977 -0.159303 2.854486 0.28 -0.04 -0.21 1.151
C 3.495314 1.404689 3.115803 -0.07 0.03 0.14 -0.674
C 2.484734 2.440166 3.639861 0.04 0.04 0.04 -0.114
C 4.061010 1.916041 1.791205 -0.04 0.08 -0.03 -0.096
C 4.658689 1.331030 4.108763 0.03 0.08 -0.04 -0.082
C 2.847394 -1.415713 4.196760 -0.14 -0.04 0.05 -0.680
C 1.968755 -2.637993 3.873699 -0.04 -0.03 0.10 -0.091
C 2.401512 -0.859113 5.560807 0.06 0.04 0.04 -0.084
C 4.295515 -1.905756 4.282425 -0.02 -0.02 0.10 -0.070
C 2.889419 -3.070138 0.154395 0.00 0.01 0.04 -0.175
C 4.049442 -3.731973 0.535437 -0.03 -0.03 0.02 -0.012
C 4.415245 -4.885865 -0.147183 -0.03 -0.01 -0.02 -0.080
C 3.638325 -5.373291 -1.191712 0.02 0.04 0.02 -0.081
C 2.474128 -4.718193 -1.573284 -0.01 -0.07 0.05 -0.011
C 2.107070 -3.567998 -0.888024 0.01 0.13 -0.08 -0.179
C -2.251031 -3.840668 -1.581945 -0.19 0.34 0.27 -0.645
C -1.567805 -4.101490 -0.222046 0.01 -0.08 -0.05 -0.084
C -2.074848 -5.085149 -2.451065 0.02 -0.06 0.06 -0.073
C -3.757467 -3.610625 -1.361795 0.04 -0.02 -0.10 -0.082
H -3.559332 -1.555547 -5.280805 0.01 0.01 0.03 0.091
H -3.673844 -1.026488 -3.591699 0.01 0.00 -0.03 0.076
H -3.929822 -2.723938 -4.022139 -0.02 -0.01 0.00 0.064
H -1.511034 -0.514409 -5.520587 0.03 -0.02 0.00 0.094
H -0.038549 -1.056374 -4.729906 0.04 0.05 0.03 0.078
H -1.181669 -0.023141 -3.856711 -0.03 0.09 0.03 0.042
H -1.369978 -2.899873 -6.031860 -0.02 -0.02 0.02 0.098
H -2.092068 -4.093074 -4.967709 0.00 -0.02 0.01 0.069
H -0.401022 -3.628214 -4.760013 -0.01 0.04 -0.04 0.080
H 0.806742 -2.164740 -3.089257 0.08 -0.03 -0.04 0.089
H 0.370037 -3.820444 -2.708534 0.01 -0.03 -0.02 0.059
H 3.557186 -0.203345 0.684134 -0.05 0.01 -0.04 0.075
H 4.060177 -1.525153 1.696332 0.14 -0.03 -0.08 0.067
H 1.672533 2.601634 2.922098 0.04 0.02 0.04 0.046
H 2.981581 3.401340 3.803472 -0.02 -0.03 0.00 0.091
H 2.045456 2.125085 4.590694 -0.01 0.02 -0.03 0.077
H 3.308239 1.945406 1.001611 0.00 0.02 0.02 0.053
H 4.901100 1.310966 1.447175 -0.03 0.00 -0.03 0.093
H 4.429248 2.937102 1.935512 -0.01 -0.04 -0.01 0.099
H 4.370882 0.946217 5.085020 0.02 0.03 -0.06 0.064
H 5.037102 2.346443 4.260534 0.02 -0.02 0.00 0.094
H 5.485848 0.737356 3.720086 -0.03 0.01 0.02 0.082
H 0.906772 -2.416393 4.012246 0.17 -0.06 0.03 0.052
H 2.224608 -3.448751 4.561374 0.01 0.03 0.01 0.099
H 2.120517 -3.004792 2.857462 -0.02 -0.01 0.02 0.072
H 1.545406 -0.182447 5.479214 0.01 -0.08 0.03 0.054
H 3.202224 -0.319526 6.066412 -0.06 0.01 -0.02 0.073
H 2.109141 -1.684049 6.215558 0.04 0.01 0.00 0.091
H 4.572207 -2.514815 3.422747 0.01 0.00 -0.02 0.063
H 4.384491 -2.549781 5.162446 0.01 -0.01 -0.03 0.100
H 5.020434 -1.104597 4.393362 -0.04 -0.07 0.00 0.059
H 4.675520 -3.384942 1.344957 0.02 0.06 -0.01 0.093
H 5.320949 -5.405015 0.136985 -0.02 0.01 0.00 0.107
H 3.947691 -6.263135 -1.723972 -0.02 0.00 0.04 0.107
H 1.882623 -5.118344 -2.386648 0.03 0.05 -0.02 0.104
H -0.618217 -4.623334 -0.350350 -0.01 0.06 0.01 0.088
H -2.217897 -4.734706 0.387665 0.01 -0.04 -0.05 0.092
H -1.356513 -3.188367 0.334928 -0.02 -0.01 0.01 0.032
H -1.051612 -5.230284 -2.798570 -0.03 -0.03 0.03 0.074
H -2.737521 -5.078762 -3.312510 -0.01 0.00 -0.01 0.071
H -2.335168 -5.958060 -1.845302 -0.01 0.01 -0.03 0.101
H -3.979153 -2.619919 -0.974415 0.00 -0.06 0.00 0.043
H -4.140542 -4.350714 -0.654204 0.01 -0.01 -0.02 0.092
H -4.317714 -3.733546 -2.286392 -0.01 -0.01 -0.01 0.068
N -5.061498 0.173669 3.180251 -0.07 0.28 1.15 0.213
C -3.630629 0.343360 3.661918 -0.17 0.00 -0.01 -0.256
C -3.013592 -1.045563 3.807757 0.07 -0.09 -0.04 -0.076
C -1.463318 -1.007409 3.831635 -0.17 0.03 0.03 -0.347
N -0.954395 -1.575186 2.586175 0.02 0.06 -0.01 0.056
C -0.972761 0.422991 4.025529 0.07 -0.07 -0.17 -0.116
C -1.436294 1.409485 2.957439 -0.44 -0.20 0.16 -0.310
N -0.698933 1.296886 1.685674 0.62 -0.40 -0.74 0.009
C -2.943954 1.270057 2.671459 0.03 0.15 -0.04 -0.085
H -5.031916 -0.160317 2.208239 0.07 0.06 -0.15 0.059
H -5.573897 1.056768 3.193343 0.05 -0.01 0.02 0.175
H -5.573020 -0.502344 3.749440 0.02 0.04 0.06 0.177
H -3.697834 0.823202 4.638391 -0.05 -0.01 0.02 0.158
H -3.319389 -1.672229 2.963396 0.05 0.06 0.17 0.105
H -3.396353 -1.503837 4.723564 -0.01 -0.01 -0.04 0.129
H -1.127244 -1.579636 4.702805 -0.01 -0.01 0.07 0.136
H -1.081501 -2.582631 2.588470 0.03 -0.02 0.01 0.096
H 0.046647 -1.413137 2.499128 -0.12 0.06 -0.05 0.008
H 0.115597 0.431830 4.070655 -0.06 0.01 -0.01 0.051
H -1.337442 0.783221 4.992483 0.06 0.01 -0.01 0.138
H -1.244133 2.408449 3.357974 -0.01 0.04 0.04 0.145
H 0.300013 1.345996 1.892737 0.00 0.05 0.12 0.020
H -0.927438 2.118291 1.140366 -0.04 0.17 0.10 0.036
H -3.063904 0.872587 1.658222 0.02 0.32 0.46 0.075
H -3.429312 2.249828 2.716719 0.01 0.01 -0.05 0.134
C -3.667629 2.349671 -6.540075 -0.02 0.05 0.03 -0.026
C -4.312932 3.327666 -5.595171 -0.01 -0.08 -0.03 -0.203
C -5.500269 3.977370 -5.919812 0.01 0.01 -0.03 -0.026
C -6.090959 4.882425 -5.050890 0.00 0.00 0.01 -0.062
C -5.490900 5.167599 -3.832345 -0.01 0.00 -0.01 -0.072
C -4.301589 4.542880 -3.494631 0.04 0.02 0.05 -0.040
C -3.724679 3.623442 -4.364122 -0.06 -0.07 -0.05 -0.215
N -2.490460 2.989640 -4.029340 0.08 0.12 0.11 0.146
C -2.191068 2.344422 -2.862939 0.30 -0.09 -0.13 -0.374
N -3.304330 1.910463 -2.206289 -0.03 -0.07 0.27 0.156
C -3.525871 1.087254 -1.081336 -0.01 0.04 -0.27 -0.204
C -2.546391 0.253564 -0.539100 -0.48 0.11 -0.37 -0.247
C -3.030928 -0.742862 0.325179 0.11 -0.15 -0.29 -0.215
C -4.363778 -0.877206 0.671139 0.03 -0.27 -0.76 -0.185
C -5.278104 0.070988 0.217367 -0.03 0.04 -0.46 -0.068
C -4.871459 1.083417 -0.639926 -0.07 0.01 0.07 -0.193
C -5.857347 2.119977 -1.118467 0.01 -0.10 -0.03 -0.028
N -0.950114 2.151744 -2.471590 -0.31 -0.18 -0.03 0.083
C -0.040652 3.131847 -3.044809 -0.21 0.01 -0.03 -0.257
C -0.201394 4.442360 -2.582738 -0.01 0.01 -0.01 -0.058
C 0.577122 5.486377 -3.043858 -0.01 0.01 -0.01 -0.074
C 1.558738 5.234508 -3.992346 -0.01 0.01 0.00 -0.064
C 1.713873 3.946384 -4.470693 -0.02 -0.03 0.02 -0.031
C 0.923230 2.879641 -4.029557 -0.06 0.03 -0.07 -0.213
C 1.109437 1.547126 -4.694457 -0.03 0.02 -0.07 -0.036
H -4.335029 2.113408 -7.366328 0.00 0.00 0.01 0.085
H -3.404888 1.422177 -6.027154 0.00 0.01 0.00 0.066
H -2.747924 2.760276 -6.966239 -0.01 -0.02 0.00 0.091
H -5.966768 3.766536 -6.874614 0.00 0.00 0.02 0.120
H -7.014909 5.371926 -5.329255 0.02 -0.01 0.00 0.113
H -5.932737 5.890417 -3.158933 0.00 -0.02 -0.01 0.110
H -3.802490 4.772710 -2.559460 0.00 0.01 -0.02 0.115
H -1.701275 3.194671 -4.622502 0.07 0.07 0.06 0.151
H -4.150595 2.157849 -2.696100 -0.03 0.01 -0.01 0.107
H -2.337863 -1.482282 0.708073 0.03 0.13 0.07 0.057
H -4.701430 -1.750036 1.222422 0.00 -0.06 -0.05 0.125
H -6.331204 -0.005056 0.474223 -0.02 0.04 -0.02 0.128
H -5.451994 3.128300 -1.015677 -0.01 -0.01 -0.01 0.085
H -6.777879 2.062305 -0.540306 -0.01 0.00 -0.02 0.085
H -6.137343 1.991407 -2.170496 0.03 -0.02 0.03 0.096
H -0.974493 4.631668 -1.844436 0.02 0.00 -0.01 0.117
H 0.418356 6.488913 -2.665609 0.01 -0.02 -0.01 0.115
H 2.185742 6.034464 -4.365195 -0.02 -0.02 0.01 0.114
H 2.458355 3.747491 -5.233861 0.00 -0.01 0.03 0.124
H 0.440593 1.448957 -5.554350 -0.01 -0.02 0.01 0.095
H 0.907234 0.730339 -4.016414 0.01 -0.06 -0.01 0.028
H 2.129932 1.447432 -5.065662 -0.04 0.00 -0.02 0.087
Cl 3.803941 -0.501711 -3.196805 0.03 0.03 -0.03 0.787
C 3.482134 1.022275 -2.461883 0.09 -0.12 -0.15 -0.574
C 4.434346 2.056145 -2.541881 0.02 0.00 -0.01 -0.087
C 4.169227 3.268111 -1.980409 -0.02 0.01 0.02 -0.597
Cl 5.311210 4.552022 -2.150704 -0.02 0.01 0.02 0.756
C 2.976157 3.477718 -1.238288 0.04 0.05 0.12 -0.179
C 2.668695 4.674294 -0.566960 0.07 0.02 -0.01 0.003
C 1.516145 4.756342 0.161230 0.03 -0.01 0.07 -0.028
C 0.682827 3.636977 0.243171 0.11 -0.10 0.18 -0.143
N 0.927170 2.482229 -0.344929 0.45 -0.46 -0.41 0.050
C 2.055419 2.413931 -1.132227 -0.14 0.13 0.26 -0.180
C 2.277764 1.206816 -1.837728 0.03 -0.30 -0.10 -0.381
O 1.310946 0.288373 -1.879713 0.60 0.52 -0.57 -0.343
H 5.363924 1.886178 -3.067907 -0.03 -0.01 -0.01 0.120
H 3.348837 5.513209 -0.635138 -0.02 -0.02 0.00 0.108
H 1.239836 5.664231 0.678622 0.00 -0.02 0.01 0.123
H -0.208399 3.715740 0.852514 -0.07 0.04 -0.01 0.111
```
Positions in Å, forces in eV/Å.

Calculated values
Net charge = +2
HOMO-LUMO gap = 6.7 eV
Lowest unoccupied orbital energy = -0.174 Eh
Multiplicity = 1

Here is a structure of composition CHCl2NS in a non-equilibrium geometry from OMol25. Energies are from wB97M-V/def2-TZVPD.

```
6
Properties=species:S:1:pos:R:3:forces:R:3:mulliken_spin:R:1
C -0.229557 -1.653321 -1.251390 -0.73 0.85 1.14 0.653
N -0.550556 1.272323 0.996049 0.34 1.40 3.06 0.854
S -0.910511 -0.684150 -0.135217 1.13 -3.17 -3.10 0.280
Cl 1.214277 -1.644970 -2.191402 -0.76 0.26 0.67 0.112
Cl 1.009047 1.702085 0.510253 -0.46 -0.05 0.56 0.132
H -0.532699 1.008035 2.071707 0.48 0.71 -2.33 -0.031
```
Positions in Å, forces in eV/Å.

Calculated values
Net charge = 0
HOMO-LUMO gap (spin up / spin down) = 7.1 / 7.8 eV
Lowest unoccupied orbital energy (spin up / spin down) = -0.021 / -0.079 Eh
Multiplicity = 3
Expectation value of S² = 2.0115

Q: Which E_tot values were calculated for the entries above? A: -125683.0124 -38417.4824, in eV.